# 1
Formula: C30H60BBr22N5O
Source: the OMol25 dataset
Level of theory: ωB97M-V with the def2-TZVPD basis set

Computed properties:
**2S+1**: 1
**Net charge**: 0
**E_tot**: -1583192.8270 eV
**HOMO-LUMO gap**: 9.152 eV

Positions of all 119 atoms, in Å:
N  -1.316  -2.414  1.699
C  -0.541  -1.907  0.908
C  0.090  -0.908  -0.180
B  0.754  0.347  0.633
N  2.265  0.528  0.713
O  -0.026  1.379  1.334
C  -0.920  -0.490  -1.368
N  -1.226  0.991  -1.408
C  -0.115  -0.778  -2.757
N  0.480  -1.065  -3.779
C  -2.272  -1.363  -1.461
C  -3.443  -0.941  -0.440
C  -4.353  0.302  -0.916
C  -5.888  0.137  -0.372
N  -5.971  -0.008  1.114
H  0.980  -1.485  -0.654
H  2.508  0.926  1.648
H  2.463  1.323  0.060
H  0.017  2.150  0.705
H  -1.786  1.264  -0.586
H  -1.784  1.096  -2.278
H  -2.688  -1.221  -2.544
H  -1.975  -2.483  -1.401
H  -3.061  -0.737  0.620
H  -4.157  -1.854  -0.355
H  -4.362  0.477  -2.048
H  -3.967  1.266  -0.393
H  -6.430  1.130  -0.645
H  -6.463  -0.690  -0.940
H  -6.956  -0.229  1.384
H  -5.403  -0.790  1.473
Br  -5.932  -1.106  6.522
C  -5.851  0.214  5.090
C  -7.219  0.765  4.773
Br  -8.262  -0.499  3.720
H  -5.374  -0.270  4.238
H  -5.198  1.003  5.468
H  -7.140  1.656  4.146
H  -7.806  1.003  5.660
Br  -6.801  4.588  4.811
C  -5.626  4.821  3.275
C  -6.409  5.191  2.041
Br  -7.312  3.636  1.284
H  -5.057  3.897  3.167
H  -4.947  5.629  3.558
H  -5.741  5.544  1.253
H  -7.176  5.944  2.224
Br  -3.489  4.466  -0.608
C  -2.311  4.688  -2.146
C  -3.091  5.058  -3.383
Br  -3.997  3.504  -4.137
H  -1.747  3.761  -2.251
H  -1.629  5.494  -1.867
H  -2.420  5.405  -4.171
H  -3.855  5.815  -3.204
Br  -0.999  -3.943  7.741
C  -1.017  -5.054  6.140
C  -1.202  -4.220  4.896
Br  -3.058  -3.665  4.688
H  -1.799  -5.801  6.279
H  -0.044  -5.550  6.128
H  -0.980  -4.806  4.003
H  -0.596  -3.313  4.890
Br  1.309  3.945  -0.559
C  2.490  4.165  -2.095
C  1.712  4.537  -3.332
Br  0.805  2.984  -4.086
H  3.053  3.237  -2.200
H  3.173  4.969  -1.814
H  2.384  4.883  -4.120
H  0.949  5.295  -3.152
Br  5.918  3.329  -2.295
C  6.625  1.574  -1.825
C  5.928  0.479  -2.595
Br  4.162  0.107  -1.856
H  6.529  1.471  -0.744
H  7.684  1.616  -2.088
H  6.476  -0.461  -2.507
H  5.789  0.715  -3.651
Br  10.238  -3.554  -0.861
C  8.756  -2.957  -1.978
C  9.248  -2.174  -3.169
Br  9.763  -0.364  -2.660
H  8.082  -2.390  -1.335
H  8.257  -3.873  -2.300
H  8.450  -2.046  -3.902
H  10.113  -2.626  -3.656
Br  -5.957  10.594  6.439
C  -6.281  8.711  6.052
C  -4.994  7.986  5.748
Br  -4.368  8.383  3.944
H  -7.001  8.673  5.235
H  -6.742  8.311  6.957
H  -5.148  6.905  5.764
H  -4.182  8.241  6.430
Br  -3.141  -3.305  -4.309
C  -1.963  -3.066  -5.844
C  -2.742  -2.680  -7.077
Br  -3.651  -4.222  -7.851
H  -1.400  -3.993  -5.961
H  -1.279  -2.265  -5.555
H  -2.070  -2.324  -7.861
H  -3.504  -1.924  -6.887
Br  9.608  -7.510  3.301
C  10.782  -7.297  1.760
C  10.002  -6.907  0.528
Br  9.067  -8.440  -0.232
H  11.331  -8.232  1.645
H  11.478  -6.504  2.040
H  10.674  -6.565  -0.261
H  9.252  -6.139  0.717
Br  5.165  -3.770  -1.632
C  4.806  -5.647  -2.018
C  6.080  -6.394  -2.327
Br  6.705  -6.007  -4.133
H  4.081  -5.671  -2.832
H  4.341  -6.039  -1.111
H  5.907  -7.472  -2.312
H  6.898  -6.153  -1.649

Results of the Mulliken charge analysis, in e, for atoms 1 through 5: -0.472, -0.227, 0.415, 0.950, -0.694

---

# 2
Formula: C30H60BBr2ClF2N4O13PS2
Source: the OMol25 dataset
Level of theory: ωB97M-V with the def2-TZVPD basis set

Computed properties:
**2S+1**: 1
**Net charge**: +1
**E_tot**: -254330.7758 eV
**HOMO-LUMO gap**: 8.155 eV

Positions of all 116 atoms, in Å:
C  -0.190  5.291  1.714
C  -0.329  3.839  1.162
C  -1.250  3.113  2.182
N  -1.587  1.717  1.919
C  -0.866  0.742  2.474
N  -0.719  0.539  3.745
Cl  -1.546  1.545  4.844
C  0.089  -0.529  4.347
C  -0.434  -1.005  5.742
O  0.345  -2.152  6.053
N  -0.229  -0.206  1.621
C  0.979  0.492  1.132
C  2.349  -0.158  1.538
C  3.334  -0.062  0.333
Br  3.154  0.995  2.942
C  -1.122  -0.823  0.641
C  -1.928  -1.896  1.446
O  -2.006  -1.881  2.614
N  -2.533  -3.058  0.773
C  -3.636  -3.548  1.487
O  -3.768  -4.670  1.680
F  -4.572  -2.696  1.889
C  -0.275  -1.717  -0.318
F  -1.016  -2.283  -1.330
C  0.465  -2.884  0.402
C  1.934  -3.078  -0.125
C  -2.063  0.216  -0.124
C  -1.252  0.969  -1.235
C  -1.900  1.305  -2.597
C  -1.919  0.199  -3.681
C  -0.584  -0.519  -3.933
C  0.448  0.354  -4.717
C  1.839  -0.257  -4.450
O  2.628  -0.257  -5.636
C  3.975  -0.562  -5.284
P  -3.575  -0.612  -0.865
O  -4.569  0.307  -1.455
C  -2.590  1.320  0.905
Br  -3.397  2.884  -0.001
B  -3.884  0.804  1.773
O  -5.179  0.984  1.343
O  -3.736  0.224  3.016
H  -1.198  5.728  1.712
H  0.425  5.877  1.030
H  0.157  5.302  2.750
H  0.686  3.433  1.150
H  -0.786  3.945  0.178
H  -2.084  3.786  2.399
H  -0.649  3.159  3.100
H  1.117  -0.195  4.532
H  0.154  -1.426  3.739
H  -0.167  -0.232  6.468
H  -1.494  -1.254  5.725
H  1.182  -1.833  6.415
H  1.022  1.482  1.594
H  1.041  0.672  0.059
H  2.227  -1.177  1.896
H  4.008  0.788  0.424
H  2.823  -0.119  -0.631
H  3.973  -0.951  0.405
H  -1.898  -3.851  0.770
H  0.522  -1.175  -0.837
H  -0.024  -3.831  0.162
H  0.557  -2.719  1.479
H  2.041  -4.093  -0.519
H  2.185  -2.407  -0.948
H  2.630  -3.021  0.714
H  -0.903  1.921  -0.816
H  -0.305  0.489  -1.508
H  -2.891  1.756  -2.563
H  -1.260  2.094  -3.022
H  -2.754  -0.502  -3.589
H  -2.141  0.730  -4.620
H  -0.078  -0.886  -3.034
H  -0.802  -1.365  -4.594
H  0.406  1.403  -4.413
H  0.262  0.218  -5.785
H  2.394  0.315  -3.685
H  1.725  -1.301  -4.113
H  4.482  -1.106  -6.082
H  4.483  0.385  -5.052
H  4.033  -1.185  -4.378
H  -4.264  -1.390  0.105
H  -3.211  -1.551  -1.859
H  -5.689  1.174  2.146
H  -4.445  -0.429  3.124
O  -2.715  -4.499  -5.327
S  -3.862  -4.585  -4.478
O  -4.135  -3.573  -3.503
O  -3.866  -6.008  -3.755
C  -2.691  -6.400  -3.029
C  -2.591  -5.701  -1.685
C  -5.302  -4.831  -5.461
H  -1.798  -6.228  -3.633
H  -2.773  -7.475  -2.875
H  -2.421  -4.630  -1.809
H  -1.763  -6.112  -1.104
H  -3.516  -5.819  -1.119
H  -5.108  -5.628  -6.175
H  -5.505  -3.898  -5.983
H  -6.134  -5.084  -4.809
O  3.878  5.409  2.037
S  5.141  6.083  2.115
O  6.033  6.109  1.001
O  5.928  5.546  3.398
C  6.118  4.128  3.520
C  7.222  3.622  2.612
C  4.890  7.731  2.684
H  5.179  3.603  3.329
H  6.389  3.940  4.558
H  6.945  3.716  1.562
H  7.430  2.570  2.814
H  8.135  4.200  2.758
H  4.244  7.708  3.558
H  4.417  8.288  1.878
H  5.856  8.170  2.925

Results of the Mulliken charge analysis, in e, for atoms 1 through 5: -1.647, 0.649, -1.521, 1.594, -1.839

---

# 3
Formula: C30H62FNO15PS
Source: the OMol25 dataset
Level of theory: ωB97M-V with the def2-TZVPD basis set

Computed properties:
**2S+1**: 1
**Net charge**: +1
**E_tot**: -87151.2422 eV
**HOMO-LUMO gap**: 8.970 eV

Positions of all 111 atoms, in Å:
N  1.677  4.885  0.294
P  1.091  3.289  -0.236
C  2.323  2.719  -1.563
C  1.591  1.823  -2.681
C  2.577  0.964  -3.596
F  1.848  -0.154  -4.190
C  -0.607  3.605  -0.996
C  -1.829  3.169  -0.046
C  -3.144  3.095  -0.992
C  -4.243  2.089  -0.405
S  -4.018  0.348  -1.039
O  -5.326  -0.025  -1.699
O  -2.904  0.251  -2.073
O  -3.616  -0.713  0.201
C  1.070  2.217  1.307
C  0.677  0.678  1.061
C  1.914  -0.298  0.818
O  1.902  -1.408  1.417
O  3.006  -0.045  -0.049
H  1.793  5.498  -0.528
H  2.574  4.687  0.762
H  2.682  3.677  -2.105
H  3.256  2.252  -1.107
H  0.981  2.530  -3.356
H  0.870  1.108  -2.153
H  3.460  0.502  -3.040
H  2.992  1.554  -4.492
H  -0.735  3.141  -2.044
H  -0.703  4.745  -1.170
H  -1.647  2.132  0.420
H  -1.953  3.944  0.797
H  -2.843  2.801  -2.065
H  -3.622  4.134  -1.081
H  -5.271  2.493  -0.704
H  -4.207  2.076  0.743
H  -2.990  -1.363  -0.206
H  2.052  2.317  1.892
H  0.257  2.650  2.006
H  0.179  0.313  2.037
H  -0.134  0.526  0.251
H  3.144  -0.865  -0.573
O  2.350  -2.294  7.520
C  2.349  -2.982  6.522
O  3.320  -2.833  5.603
C  3.527  -3.714  4.489
C  2.656  -3.308  3.321
C  1.225  -3.938  6.247
H  3.387  -4.758  4.780
H  4.577  -3.612  4.207
H  1.594  -3.380  3.565
H  2.855  -3.940  2.452
H  2.848  -2.270  3.051
H  0.404  -3.399  5.769
H  0.880  -4.347  7.199
H  1.513  -4.790  5.635
O  -2.188  -2.362  -8.082
C  -2.356  -2.688  -6.929
O  -3.573  -3.080  -6.509
C  -3.833  -3.664  -5.225
C  -4.055  -2.591  -4.180
C  -1.241  -2.574  -5.928
H  -3.046  -4.369  -4.945
H  -4.747  -4.252  -5.336
H  -3.166  -1.970  -4.049
H  -4.310  -3.037  -3.215
H  -4.865  -1.923  -4.484
H  -1.207  -1.553  -5.543
H  -0.299  -2.797  -6.434
H  -1.318  -3.278  -5.102
O  -1.219  -1.763  4.343
C  -2.313  -2.287  4.373
O  -2.419  -3.607  4.599
C  -3.659  -4.288  4.846
C  -4.332  -4.679  3.546
C  -3.553  -1.495  4.068
H  -4.309  -3.699  5.496
H  -3.404  -5.192  5.403
H  -4.592  -3.802  2.948
H  -5.244  -5.248  3.740
H  -3.660  -5.289  2.937
H  -3.698  -1.457  2.987
H  -3.416  -0.481  4.447
H  -4.450  -1.882  4.547
O  6.475  2.532  3.455
C  6.138  1.935  4.455
O  4.940  1.327  4.502
C  4.519  0.437  5.551
C  3.928  1.207  6.713
C  7.005  1.940  5.682
H  5.333  -0.225  5.856
H  3.749  -0.204  5.117
H  4.663  1.873  7.170
H  3.556  0.523  7.479
H  3.101  1.836  6.371
H  6.803  2.843  6.260
H  8.050  1.942  5.366
H  6.878  1.062  6.312
O  -0.916  3.980  -4.832
C  -0.920  3.301  -5.840
O  0.058  3.444  -6.747
C  0.257  2.566  -7.869
C  -0.598  2.987  -9.046
C  -2.056  2.364  -6.133
H  0.097  1.523  -7.585
H  1.311  2.653  -8.141
H  -1.663  2.928  -8.812
H  -0.399  2.353  -9.912
H  -0.390  4.026  -9.315
H  -2.865  2.919  -6.610
H  -2.415  1.950  -5.188
H  -1.777  1.514  -6.752

Results of the Mulliken charge analysis, in e, for atoms 1 through 5: -0.727, 0.769, -0.737, -0.078, -0.450

---

net charge of number 3 (C30H62FNO15PS)?
+1